C22H32Br2CaN3OSe2 | ωB97M-V/def2-TZVPD

Each line ends with the Löwdin charge.
Geometry (Å):
Ca 0.69526 -0.73759 -0.01904  1.30
Br 6.29963 1.81591 -2.98454  0.64
C 4.64971 1.19528 -2.25122  -0.72
C 4.06723 1.97410 -1.18798  -0.18
C 2.87492 1.49371 -0.72182  -0.23
N 2.23098 0.38964 -1.15026  -0.15
C 2.83147 -0.40523 -2.18129  -0.27
C 4.09653 0.07967 -2.74194  -0.11
C 2.22434 -1.56494 -2.56435  -0.27
C 2.72866 -2.42563 -3.63847  -0.12
C 1.99615 -3.46094 -4.05825  -0.73
Br 2.66200 -4.57899 -5.45561  0.63
C 0.71600 -3.80503 -3.48457  -0.19
C 0.34260 -3.03885 -2.41745  -0.25
N 1.01265 -1.98811 -1.89420  -0.14
H 4.52659 2.86830 -0.79728  0.06
H 2.37311 2.04559 0.07360  0.05
H 4.58249 -0.45622 -3.54355  0.08
H 3.68883 -2.22517 -4.09266  0.08
H 0.12219 -4.63361 -3.83634  0.06
H -0.58447 -3.29649 -1.90618  0.08
N 1.90461 -3.14735 2.58590  0.18
C 1.37268 -1.91775 2.49352  -0.54
O 1.94164 -1.05662 1.81618  -0.09
C 0.09115 -1.66756 3.26599  -0.13
C -0.64741 -0.37547 2.88490  -0.27
H 2.69575 -3.36629 2.00183  0.12
H 1.37900 -3.89945 2.99408  0.11
H 0.37544 -1.66596 4.32569  0.12
H -0.54966 -2.54074 3.12187  0.10
H 0.08135 0.43875 2.94968  0.09
H -1.36289 -0.18723 3.70006  0.09
C 0.01356 4.61053 2.96807  -0.44
Se 0.18667 3.54394 1.35620  0.91
C -1.71176 3.54227 0.90060  -0.58
C -1.92603 3.59270 -0.59983  -0.58
Se -1.11620 2.04185 -1.43228  0.92
C -1.04885 2.75287 -3.22821  -0.40
H -0.59385 4.09395 3.70724  0.02
H -0.42001 5.57838 2.72661  0.01
H 1.01633 4.75353 3.36507  0.01
H -2.14301 4.41846 1.38278  0.06
H -2.16705 2.65134 1.32653  0.04
H -1.46019 4.47116 -1.04173  0.06
H -2.99082 3.58640 -0.83156  0.07
H -0.39715 3.62242 -3.26175  0.02
H -2.05153 3.00439 -3.56337  0.02
H -0.63770 1.96868 -3.85913  0.02
C -3.25586 -1.58278 2.65049  -0.09
C -2.62573 -1.12515 1.32657  -0.64
C -2.45527 -2.37115 0.43600  -0.09
C -3.65028 -0.21710 0.64221  -0.09
C -1.26856 -0.36412 1.46893  -0.30
H -4.20612 -2.09562 2.45657  0.08
H -3.46734 -0.73158 3.30677  0.08
H -2.62319 -2.28260 3.20776  0.06
H -3.38932 -2.93468 0.30922  0.08
H -1.71151 -3.05588 0.86072  0.07
H -2.10501 -2.08079 -0.55865  0.06
H -4.59075 -0.74850 0.44416  0.08
H -3.26095 0.15380 -0.30902  0.04
H -3.87436 0.64854 1.27745  0.08
H -1.48668 0.69500 1.27927  0.00

Atomic forces in eV per Å
-0.8 0.3 -0.4
0.1 0.1 0.0
0.0 0.2 0.2
0.1 -0.2 -0.2
-0.2 -0.3 -0.2
0.9 0.6 -0.4
0.2 0.3 0.2
-0.3 -0.1 0.1
-0.3 -0.3 -0.1
0.0 0.2 0.3
-0.3 -0.2 0.0
0.0 -0.1 -0.1
0.2 0.1 -0.1
0.2 0.3 0.1
0.1 -0.4 -0.6
0.0 0.0 0.0
0.0 -0.1 0.0
0.0 0.0 0.0
0.0 0.0 0.0
0.0 0.0 0.0
0.0 0.0 0.0
0.0 -0.4 0.1
-0.1 0.4 0.1
0.1 -0.3 0.6
0.1 0.0 0.0
0.1 -0.1 -0.2
0.0 0.0 0.0
0.0 0.0 0.0
0.0 0.0 0.0
0.0 0.0 0.0
0.0 0.0 0.0
0.0 0.0 0.0
0.0 0.0 0.1
0.2 0.0 -0.1
0.0 0.1 0.0
-0.1 0.0 0.1
0.1 -0.4 -0.1
0.1 0.0 0.0
0.0 0.0 0.0
0.0 0.0 0.0
0.0 0.0 0.0
-0.1 0.1 0.0
-0.1 0.0 0.0
0.0 0.1 0.1
-0.1 0.1 0.0
0.0 0.0 0.0
0.0 0.0 0.0
0.0 0.0 0.0
-0.1 0.0 0.1
0.1 -0.1 0.0
0.0 0.0 0.1
-0.1 0.1 0.0
-0.3 -0.2 0.7
0.1 0.0 0.0
0.0 -0.1 -0.1
-0.1 0.1 -0.1
0.0 0.0 0.0
0.0 0.0 0.0
0.0 0.0 0.0
0.1 0.0 0.0
0.0 0.0 0.0
0.0 -0.1 -0.1
0.0 0.1 0.0

The calculation puts the energy relative to the best compared isomer or geometry (same formula, charge and spin) at 31.6 kcal per mole. The frontier orbital gap is 3.63 eV. The total charge is -1. The calculation puts the molecular weight at 712.32 g/mol. Its lowest unoccupied orbital energy is 2.08 eV.